No. 1
{
  "formula": "C7H6F2N2O4",
  "method": "ωB97M-V/def2-TZVPD",
  "total_charge": 0,
  "e_homo_ev": [-9.53, -9.53],
  "e_above_lowest_ev": 1.2261,
  "e_tot_ha": -880.21110,
  "symbols": ["C", "C", "C", "C", "C", "C", "C", "N", "N", "O", "O", "O", "O", "F", "F", "H", "H", "H", "H", "H", "H"],
  "coordinates": [[1.326, 0.736, 1.084], [1.521, -0.617, 1.072], [-0.771, -0.283, 1.454], [-0.143, 0.961, 0.929], [0.223, -1.263, 1.043], [-0.419, 0.763, -0.619], [-0.200, -0.643, -1.069], [-1.762, 1.263, -1.077], [1.007, -0.997, -1.694], [-2.718, 0.817, -0.476], [-1.729, 2.023, -1.983], [2.023, -0.328, -1.479], [0.973, -2.007, -2.394], [0.470, 1.678, -1.234], [-1.226, -1.442, -1.491], [2.001, 1.529, 1.064], [2.505, -0.954, 1.115], [-0.951, -0.319, 2.632], [-1.687, -0.491, 1.108], [-0.732, 1.874, 1.070], [0.291, -2.301, 0.946]]
}

No. 2
{
  "formula": "C7H6FO3S",
  "method": "ωB97M-V/def2-TZVPD",
  "total_charge": -1,
  "e_homo_ev": -3.64,
  "e_above_lowest_ev": 2.2427,
  "e_tot_ha": -994.10521,
  "symbols": ["C", "C", "C", "C", "C", "C", "C", "O", "O", "O", "F", "S", "H", "H", "H", "H", "H", "H"],
  "coordinates": [[1.114, 0.782, 1.490], [0.701, 1.878, 0.617], [0.633, -0.458, 1.318], [-0.082, 1.658, -0.430], [-1.598, -1.558, 0.625], [-0.318, -0.840, 0.181], [-0.512, 0.264, -0.841], [1.895, -0.104, -2.191], [-1.994, -1.645, 1.728], [0.010, -1.744, -2.403], [-0.457, 2.676, -1.165], [0.465, -0.308, -2.495], [1.530, 1.193, 2.468], [1.105, 2.867, 0.924], [0.987, -1.309, 1.918], [-2.147, -2.145, -0.185], [0.223, -1.677, -0.333], [-1.556, 0.471, -1.223]]
}

No. 3
{
  "formula": "C7H6O",
  "method": "ωB97M-V/def2-TZVPD",
  "total_charge": 0,
  "e_homo_ev": [-7.74, -7.74],
  "e_above_lowest_ev": 2.9443,
  "e_tot_ha": -345.41701,
  "symbols": ["C", "C", "C", "C", "C", "C", "C", "O", "H", "H", "H", "H", "H", "H"],
  "coordinates": [[0.707, 1.716, -0.242], [-0.173, -0.677, 0.155], [0.151, 0.527, 0.062], [-0.614, 2.966, -1.998], [0.213, 2.871, -0.999], [-0.511, -1.996, 0.292], [-0.009, -2.816, 1.368], [-1.361, 3.081, -2.895], [1.479, 2.030, 0.591], [0.828, 3.861, -0.959], [-1.336, -2.336, -0.345], [0.659, -2.199, 1.936], [0.595, -3.624, 0.984], [-0.629, -3.405, 2.050]]
}

No. 4
{
  "formula": "C7H6O",
  "method": "ωB97M-V/def2-TZVPD",
  "total_charge": 0,
  "e_homo_ev": -8.67,
  "e_above_lowest_ev": 5.1894,
  "e_tot_ha": -345.33451,
  "symbols": ["C", "C", "C", "C", "C", "C", "C", "H", "H", "H", "H", "H", "H", "O"],
  "coordinates": [[-0.888, 2.060, 0.076], [-0.748, 0.736, 0.032], [-1.798, -0.301, -0.456], [-1.264, -1.433, -0.308], [0.462, 0.093, 0.573], [1.738, 0.056, -0.244], [2.950, -0.085, -0.427], [-1.815, 2.861, -0.112], [0.065, 2.773, 0.037], [-2.703, 0.003, -1.021], [-1.858, -2.237, -0.413], [0.491, 0.398, 1.708], [4.167, 0.019, -0.510], [-0.133, -1.322, 0.604]]
}

No. 5
{
  "formula": "C7H6O4",
  "method": "ωB97M-V/def2-TZVPD",
  "total_charge": 0,
  "e_homo_ev": -9.17,
  "e_above_lowest_ev": 2.1848,
  "e_tot_ha": -571.24173,
  "symbols": ["O", "O", "O", "O", "C", "C", "C", "C", "C", "C", "C", "H", "H", "H", "H", "H", "H"],
  "coordinates": [[-2.004, -3.291, -0.718], [1.923, 2.329, 0.631], [1.154, 0.219, 0.574], [-0.808, -1.494, -0.226], [-1.882, -2.103, -0.567], [2.031, 1.158, 0.341], [-3.037, -1.143, -0.472], [-2.524, 0.064, -0.089], [-0.172, 0.737, 0.576], [-1.144, -0.216, 0.183], [3.308, 0.670, -0.163], [-4.150, -1.388, -0.600], [-3.060, 0.952, 0.229], [-0.411, 1.778, 0.986], [3.281, 0.962, -1.189], [3.416, -0.379, 0.090], [4.079, 1.146, 0.415]]
}

No. 6
{
  "formula": "C7H6O6SSc",
  "method": "ωB97M-V/def2-TZVPD",
  "total_charge": 3,
  "e_homo_ev": -22.32,
  "e_above_lowest_ev": 0.0000,
  "e_tot_ha": -1879.50874,
  "symbols": ["O", "C", "Sc", "O", "C", "C", "O", "C", "O", "C", "O", "C", "S", "C", "O", "H", "H", "H", "H", "H", "H"],
  "coordinates": [[0.000, 3.341, -0.007], [0.005, 2.186, -0.028], [-0.012, -0.021, 0.195], [0.001, 0.001, -3.325], [0.008, 0.003, -2.176], [-0.004, -2.180, -0.023], [-0.005, -3.323, -0.001], [-2.173, -0.003, -0.005], [-3.316, 0.002, -0.003], [2.177, 0.001, -0.022], [3.331, -0.002, -0.008], [0.096, -1.487, 4.053], [-0.949, -0.409, 3.191], [-0.962, 1.076, 4.082], [0.120, 0.056, 2.162], [-0.416, -1.651, 5.029], [1.029, -0.934, 4.129], [0.233, -2.424, 3.490], [0.092, 1.328, 4.169], [-1.510, 1.854, 3.528], [-1.451, 0.822, 5.050]]
}